No. 1
C3H5NO2 | wB97M-V/def2-TZVPD

Structure (XYZ):
```
11
C3H5NO2, DFT wB97M-V/def2-TZVPD
H -0.195 -1.906 0.843
N 0.447 -1.170 0.566
C -0.159 -0.166 0.088
C -1.626 0.063 -0.132
O 0.592 0.878 -0.359
C 1.962 0.671 -0.180
O 2.681 0.403 -1.087
H -1.838 0.057 -1.206
H -1.932 1.036 0.262
H -2.210 -0.724 0.350
H 2.278 0.858 0.855
```

Gap between HOMO and LUMO = 11.472 eV
LUMO level = 0.84 eV
HOMO energy = -0.391 Eh
Relative energy (zero: lowest compared OMol25 entry of this formula, charge and spin) = 22.46 kcal per mole
Total charge = 0
SMILES = [H]/N=C(\C)OC=O

=====

No. 2
C24H20F4In | wB97M-V/def2-TZVPD

Structure (XYZ):
```
49
C24H20F4In, DFT wB97M-V/def2-TZVPD
In -1.086 -0.200 -1.538
F -0.186 1.505 0.486
C 0.422 2.610 0.965
C -0.017 3.925 0.676
C 0.595 5.004 1.274
C 1.636 4.824 2.212
C 2.068 3.523 2.432
C 1.509 2.431 1.776
H -0.837 4.064 -0.013
H 0.108 5.948 1.078
H 2.039 5.748 2.599
H 2.852 3.269 3.130
H 1.774 1.412 2.021
F -0.780 -3.016 -2.501
C -1.462 -4.174 -2.742
C -0.934 -5.367 -2.112
C -1.672 -6.584 -2.295
C -2.823 -6.542 -3.131
C -3.356 -5.391 -3.690
C -2.663 -4.158 -3.440
H -0.005 -5.480 -1.572
H -1.166 -7.432 -1.858
H -3.277 -7.461 -3.472
H -4.196 -5.406 -4.369
H -3.046 -3.285 -3.947
F 1.573 0.905 -1.992
C 2.920 1.271 -2.078
C 3.253 2.436 -2.796
C 4.520 2.903 -2.911
C 5.528 2.112 -2.382
C 5.291 0.972 -1.601
C 3.931 0.598 -1.435
H 2.478 3.025 -3.265
H 4.697 3.825 -3.445
H 6.564 2.322 -2.603
H 5.999 0.316 -1.117
H 3.520 -0.350 -1.120
F -2.326 -0.180 1.064
C -2.628 -0.055 2.385
C -3.108 -1.213 3.089
C -3.377 -1.159 4.414
C -3.320 0.039 5.128
C -2.934 1.198 4.456
C -2.548 1.136 3.108
H -3.289 -2.083 2.474
H -3.842 -2.039 4.834
H -3.398 0.085 6.205
H -2.866 2.145 4.970
H -2.135 2.023 2.651
```

Gap between HOMO and LUMO (spin up / spin down) = 6.275 / 2.023 eV
LUMO level (spin up / spin down) = -7.09 / -11.34 eV
Multiplicity = 2
HOMO energy (spin up / spin down) = -0.491 / -0.491 Eh
Relative energy (zero: lowest compared OMol25 entry of this formula, charge and spin) = 8.91 kcal per mole
Total charge = +2

=====

No. 3
C9H14N2O2 | wB97M-V/def2-TZVPD

Structure (XYZ):
```
27
C9H14N2O2, DFT wB97M-V/def2-TZVPD
C 1.746 2.772 -0.499
C 0.827 1.805 -0.725
C 2.579 2.302 0.446
C 1.002 0.797 0.253
C -1.659 -1.791 -0.209
C -2.024 0.513 0.768
C 1.543 -1.796 -0.720
C 0.312 -0.362 0.492
C -1.096 -0.426 -0.066
N 2.142 1.147 0.903
N 2.798 -1.656 -0.201
O 3.452 -0.665 -0.416
O 3.158 -2.527 0.584
H 1.773 3.695 -1.022
H 0.085 1.707 -1.376
H 3.384 2.798 0.883
H -2.719 -1.613 -0.489
H -1.409 -2.218 0.755
H -1.184 -2.363 -1.019
H -2.807 0.884 0.168
H -2.614 0.109 1.556
H -1.466 1.443 1.194
H 1.294 -1.161 -1.727
H 1.050 -2.704 -0.433
H 0.524 -0.884 1.319
H -0.932 0.160 -1.051
H 2.673 0.811 1.641
```

Gap between HOMO and LUMO (spin up / spin down) = 7.372 / 7.371 eV
LUMO level (spin up / spin down) = -0.40 / -0.40 eV
HOMO energy (spin up / spin down) = -0.286 / -0.286 Eh
Relative energy (zero: lowest compared OMol25 entry of this formula, charge and spin) = 165.57 kcal per mole
Total charge = 0

=====

No. 4
C4H3BiO6 | wB97M-V/def2-TZVPD

Structure (XYZ):
```
14
C4H3BiO6, DFT wB97M-V/def2-TZVPD
O -0.103 -0.418 1.669
C -0.246 -0.095 0.424
O 0.098 -0.972 -1.798
C 0.584 0.076 -2.426
C 0.417 -1.128 -0.421
O 1.368 0.893 -1.858
O 0.205 0.289 -3.613
H 1.506 -1.110 -0.260
H 0.040 -2.124 -0.142
Bi 1.307 2.011 -3.603
O -0.808 0.364 3.685
C -1.238 0.154 2.472
O -1.916 0.902 1.805
H -1.214 1.158 4.065
```

Gap between HOMO and LUMO (spin up / spin down) = 9.495 / 4.908 eV
LUMO level (spin up / spin down) = -10.55 / -11.68 eV
HOMO energy (spin up / spin down) = -0.737 / -0.610 Eh
Relative energy (zero: lowest compared OMol25 entry of this formula, charge and spin) = 17.82 kcal per mole
Total charge = +2

=====

No. 5
C44H50BF10FeN9S3 | wB97M-V/def2-TZVPD

Structure (XYZ):
```
118
C44H50BF10FeN9S3, DFT wB97M-V/def2-TZVPD
Fe 1.106 2.677 -0.060
C -1.626 1.512 5.737
C -1.779 0.612 4.548
C -2.675 -0.412 4.523
C -2.789 -1.228 3.369
N -2.067 -0.984 2.321
N -1.191 0.068 2.393
B -0.469 -0.118 1.074
N -1.297 -0.128 -0.171
N -1.350 -1.250 -0.942
C -2.181 -1.242 -1.934
C -3.001 -0.099 -2.229
C -2.879 1.046 -1.524
C -3.619 2.301 -1.852
C -1.912 1.048 -0.456
S -1.377 2.416 0.332
C -2.346 -2.498 -2.777
C -2.103 -2.182 -4.258
C -3.791 -2.991 -2.590
C -1.385 -3.592 -2.334
N 0.842 -0.805 1.157
N 0.765 -2.131 0.856
C 1.803 -2.856 1.124
C 3.005 -2.277 1.618
C 3.115 -0.945 1.880
C 4.446 -0.390 2.293
C 1.938 -0.166 1.642
S 2.986 2.299 3.139
C 1.706 -4.355 0.866
C 2.239 -4.624 -0.547
C 0.257 -4.822 0.987
C 2.550 -5.125 1.890
C -0.959 0.898 3.404
S 1.713 1.522 1.840
C -3.746 -2.411 3.316
C -5.183 -1.885 3.413
C -3.449 -3.338 4.502
C -3.577 -3.193 2.015
H -2.036 1.067 6.643
H -2.147 2.454 5.551
H -0.575 1.753 5.887
H -3.314 -0.612 5.376
H -3.684 -0.142 -3.067
H -4.325 2.127 -2.661
H -2.915 3.079 -2.150
H -4.151 2.679 -0.978
H -2.674 -1.320 -4.602
H -2.406 -3.039 -4.862
H -1.047 -1.993 -4.453
H -4.518 -2.296 -3.012
H -4.024 -3.130 -1.533
H -3.915 -3.949 -3.096
H -0.350 -3.253 -2.395
H -1.510 -4.463 -2.979
H -1.583 -3.888 -1.307
H 3.877 -2.900 1.753
H 5.205 -1.152 2.118
H 4.452 -0.107 3.342
H 4.692 0.501 1.720
H 1.604 -4.148 -1.294
H 2.256 -5.697 -0.740
H 3.253 -4.240 -0.670
H -0.399 -4.252 0.337
H -0.104 -4.704 2.010
H 0.196 -5.878 0.719
H 3.621 -5.003 1.725
H 2.329 -6.189 1.804
H 2.321 -4.815 2.911
H -5.360 -1.367 4.357
H -5.889 -2.714 3.349
H -5.396 -1.191 2.599
H -3.637 -2.854 5.460
H -2.408 -3.668 4.486
H -4.086 -4.222 4.445
H -3.802 -2.574 1.146
H -4.257 -4.046 2.021
H -2.557 -3.559 1.899
C 0.600 4.702 2.181
N 1.057 4.582 0.783
C 2.465 5.030 0.699
C 3.123 4.568 -0.585
N 2.959 3.126 -0.654
C 3.702 2.434 -1.557
C 4.438 2.978 -2.636
F 4.385 4.300 -2.915
C 5.210 2.225 -3.505
F 5.865 2.840 -4.498
C 5.294 0.854 -3.383
F 6.035 0.120 -4.225
C 4.583 0.265 -2.353
F 4.650 -1.063 -2.170
C 3.828 1.028 -1.490
F 3.224 0.346 -0.484
C 0.144 5.392 -0.065
C 0.117 4.989 -1.537
N 0.356 3.565 -1.598
C 0.242 2.863 -2.732
C -0.149 3.270 -4.025
F -0.498 4.553 -4.263
C -0.187 2.397 -5.097
F -0.568 2.854 -6.296
C 0.173 1.064 -4.969
F 0.151 0.239 -6.027
C 0.557 0.614 -3.716
F 0.934 -0.655 -3.527
C 0.554 1.494 -2.663
F 0.906 1.012 -1.421
H 0.538 5.759 2.467
H -0.379 4.243 2.299
H 1.301 4.196 2.839
H 2.520 6.121 0.804
H 2.991 4.569 1.535
H 2.702 5.095 -1.446
H 4.178 4.854 -0.530
H -0.856 5.260 0.351
H 0.405 6.453 0.032
H -0.865 5.267 -1.935
H 0.858 5.551 -2.116
```

Gap between HOMO and LUMO (spin up / spin down) = 5.543 / 5.502 eV
LUMO level (spin up / spin down) = -1.10 / -1.10 eV
HOMO energy (spin up / spin down) = -0.244 / -0.243 Eh
Total charge = 0

=====

No. 6
C17H45O6PS5 | wB97M-V/def2-TZVPD

Structure (XYZ):
```
74
C17H45O6PS5, DFT wB97M-V/def2-TZVPD
C -2.216 0.560 -1.181
C -0.856 0.772 -1.850
O -0.753 1.578 -2.717
O 0.157 -0.016 -1.404
C 1.400 0.694 -1.221
C 1.865 0.528 0.241
C 0.722 1.070 1.156
C 1.221 1.298 2.608
P 1.528 3.140 3.029
C 1.856 4.942 3.537
C 2.596 5.854 2.493
C 2.574 5.379 1.025
S 0.964 5.644 0.177
H -2.246 -0.335 -0.547
H -2.543 1.465 -0.660
H -2.925 0.400 -2.007
H 2.147 0.313 -1.933
H 1.305 1.768 -1.430
H 2.828 1.013 0.438
H 1.950 -0.544 0.476
H 0.233 1.959 0.719
H -0.032 0.270 1.192
H 2.115 0.688 2.819
H 0.437 0.945 3.301
H 2.901 3.020 2.635
H 1.078 2.873 4.375
H 0.532 3.534 2.083
H 0.921 5.392 3.912
H 2.514 4.878 4.422
H 2.131 6.851 2.522
H 3.627 6.007 2.844
H 3.261 6.033 0.467
H 2.951 4.362 0.875
H -0.018 5.404 1.077
C -3.798 7.903 -2.004
S -2.164 7.153 -1.909
O -2.126 6.344 -0.659
C -1.273 8.682 -1.580
H -4.526 7.110 -2.166
H -4.022 8.420 -1.070
H -3.828 8.601 -2.841
H -1.662 9.148 -0.674
H -1.384 9.356 -2.431
H -0.221 8.437 -1.443
C 5.794 -4.203 0.411
S 4.616 -2.945 -0.110
O 4.757 -1.792 0.823
C 3.148 -3.858 0.383
H 6.798 -3.824 0.230
H 5.667 -4.409 1.474
H 5.636 -5.111 -0.172
H 3.195 -4.089 1.448
H 3.075 -4.775 -0.202
H 2.280 -3.234 0.184
C -0.799 -3.192 -0.694
S -0.078 -4.640 0.089
O 0.694 -5.372 -0.956
C -1.625 -5.522 0.328
H 0.008 -2.510 -0.960
H -1.339 -3.490 -1.593
H -1.473 -2.696 0.005
H -2.120 -5.672 -0.631
H -2.270 -4.952 0.998
H -1.401 -6.489 0.777
C -3.079 -8.993 -1.882
S -4.252 -7.732 -2.404
O -4.116 -6.589 -1.460
C -5.731 -8.641 -1.927
H -2.073 -8.613 -2.054
H -3.214 -9.206 -0.821
H -3.232 -9.897 -2.473
H -5.691 -8.877 -0.863
H -5.799 -9.556 -2.516
H -6.596 -8.013 -2.130
```

Gap between HOMO and LUMO = 8.488 eV
LUMO level = 0.67 eV
HOMO energy = -0.287 Eh
Relative energy (zero: lowest compared OMol25 entry of this formula, charge and spin) = 14.03 kcal per mole
Total charge = 0

=====

No. 7
C5H6N | wB97M-V/def2-TZVPD

Structure (XYZ):
```
12
C5H6N, DFT wB97M-V/def2-TZVPD
C -1.298 -1.395 -0.275
C -0.983 0.051 -0.159
C 1.421 0.513 -0.250
C -1.758 1.071 0.069
C -0.013 -1.721 0.188
N 0.410 -0.147 0.054
H 2.533 0.194 -0.346
H 1.324 1.505 -0.575
H -1.426 1.977 0.685
H -2.770 0.876 -0.053
H -0.189 -2.027 1.240
H 0.438 -2.629 -0.279
```

Gap between HOMO and LUMO = 8.090 eV
LUMO level = -6.00 eV
HOMO energy = -0.518 Eh
Relative energy (zero: lowest compared OMol25 entry of this formula, charge and spin) = 149.78 kcal per mole
Total charge = +1

=====

No. 8
C7H13BN3O4 | wB97M-V/def2-TZVPD

Structure (XYZ):
```
28
C7H13BN3O4, DFT wB97M-V/def2-TZVPD
C 1.818 -0.580 1.886
C 2.076 0.860 1.255
O 0.900 1.707 1.244
B 0.348 1.886 -0.039
O -0.103 3.142 -0.446
C 0.192 0.603 -1.027
N 0.786 0.474 -2.250
C 0.409 -0.814 -2.730
C -0.461 -1.396 -1.705
N -1.075 -2.695 -1.742
N -0.609 -0.477 -0.629
C -1.388 -0.571 0.613
C -2.684 0.377 0.504
O -3.259 0.370 -0.549
O -3.060 1.177 1.567
H 1.283 -1.264 1.169
H 2.798 -1.015 2.215
H 1.141 -0.415 2.775
H 2.814 1.359 1.955
H 2.604 0.770 0.266
H 0.164 3.783 0.245
H 1.376 1.194 -2.676
H 0.739 -1.268 -3.690
H -0.360 -3.320 -2.135
H -1.223 -2.958 -0.759
H -0.817 -0.187 1.512
H -1.764 -1.617 0.776
H -2.642 0.875 2.397
```

Gap between HOMO and LUMO = 9.201 eV
LUMO level = -3.57 eV
HOMO energy = -0.469 Eh
Total charge = +1
SMILES = CCOB(O)c1[nH]cc(N)[n+]1CC(=O)O